Entry 1:
{
  "formula": "C9H15ClIrN7O4",
  "method": "ωB97M-V/def2-TZVPD",
  "species": ["H", "C", "C", "H", "C", "H", "O", "C", "N", "Ir", "H", "N", "O", "N", "H", "H", "H", "H", "H", "N", "N", "H", "C", "H", "N", "C", "Cl", "O", "N", "H", "C", "O", "H", "H", "H", "C", "C"],
  "coordinates": [[3.94909, -0.29731, 0.59393], [-4.15138, 1.71955, -0.28767], [-2.37548, 1.32717, 1.75680], [1.89971, -1.34248, 0.31651], [2.05216, 2.61740, 0.59699], [1.48722, -0.16475, 3.52957], [-1.36458, -2.92290, -1.46890], [-3.68761, 1.72874, 2.05951], [-0.12367, 0.61712, 2.30809], [-0.00842, 0.39325, 0.26778], [4.09352, 2.14668, 0.89962], [-0.36732, 0.37222, 4.43488], [-2.49673, -1.52867, 0.06803], [-1.97370, 1.14656, 0.49030], [2.83442, 0.24230, 1.84203], [-2.48516, 1.13214, -1.53474], [0.19891, 2.99487, -0.16765], [1.11932, 2.17912, -1.21042], [-4.09256, 1.89980, 3.05644], [0.85162, 2.21376, -0.22447], [1.92148, -0.35840, 0.04799], [-4.91399, 1.87724, -1.04858], [-2.82115, 1.32478, -0.52292], [-0.21850, 0.16310, 5.41918], [-4.39380, 1.87067, 0.98013], [0.48340, 0.21505, 3.42351], [-1.30233, -1.82095, -0.63379], [-0.85798, -0.59552, -1.48091], [-1.54457, 0.85232, 4.02714], [2.26531, 3.65731, 0.35118], [3.25482, 1.73459, 0.33641], [-0.18080, -1.79726, 0.36416], [1.74824, 2.57506, 1.64313], [3.55093, 1.78154, -0.71614], [2.14500, -0.38088, -0.94997], [3.05497, 0.29822, 0.77582], [-1.37052, 0.98638, 2.74513]],
  "atomic_forces_ev_per_a": [[0.038, 0.011, -0.015], [2.335, -0.576, 0.891], [-0.303, 0.166, 1.482], [-0.063, -0.097, -0.013], [0.270, -0.161, 0.233], [-0.028, -0.037, 0.049], [0.720, 0.020, 0.222], [1.962, -0.621, -1.451], [-0.038, -0.069, -0.961], [0.704, -1.432, -0.236], [0.041, 0.013, -0.023], [0.854, -0.133, -0.581], [0.619, -0.050, -0.610], [0.367, 0.002, -0.361], [0.040, -0.013, -0.026], [0.252, 0.015, 0.115], [-0.292, -0.003, -0.027], [0.090, -0.041, -0.174], [0.070, -0.035, -0.172], [-1.012, 0.451, 0.206], [0.193, -0.093, -0.127], [0.148, -0.031, 0.121], [-0.522, 0.213, -1.401], [0.085, 0.021, 0.067], [-4.280, 1.285, 0.748], [0.597, -0.549, 1.075], [-2.225, -0.961, -0.119], [0.835, 1.313, 1.427], [-0.051, 0.140, -0.512], [0.002, 0.022, -0.070], [-0.060, -0.031, -0.053], [-0.302, 0.626, 0.553], [-0.018, 0.101, 0.001], [0.019, 0.009, -0.020], [0.105, -0.019, -0.110], [0.119, 0.147, 0.049], [-1.270, 0.397, -0.177]],
  "energy_ev": -43519.3089,
  "relative_energy_kj_mol": 0.0,
  "charge": 3,
  "homo_lumo_gap_ev": [6.012, 3.844],
  "molar_mass_da": 512.93,
  "e_homo_ev": [-19.156, -19.157],
  "multiplicity": 2,
  "lumo_energy_ev": [-13.1, -15.3]
}



Entry 2:
{
  "formula": "C8H13F",
  "method": "ωB97M-V/def2-TZVPD",
  "species": ["C", "H", "C", "H", "H", "C", "H", "H", "H", "C", "C", "H", "C", "H", "F", "H", "C", "H", "H", "H", "C", "H"],
  "coordinates": [[0.43365, -0.18264, 2.99499], [-1.76094, 2.81406, 0.17236], [-1.10835, 0.85958, 0.89261], [2.00345, -0.05974, -2.23269], [-0.24030, -0.48730, 3.68419], [-0.36455, -0.44119, 0.47215], [-0.18121, 2.35017, -0.39679], [1.08156, 0.73470, 3.23392], [1.19579, -0.94061, 2.95610], [-0.14094, -1.57521, -0.31332], [0.02800, -1.22982, -1.85405], [0.71355, -2.18147, 0.07714], [-0.85423, 2.32338, 0.47794], [0.82916, 0.45424, -0.99687], [-2.47583, 0.64428, 1.20906], [-1.02248, -0.94295, -2.16291], [-0.20323, -0.01834, 1.68042], [0.58975, 0.82231, -2.71823], [-1.11461, -2.17557, -0.33426], [0.38263, -1.95593, -2.53321], [0.88324, 0.05248, -2.01523], [-0.51525, 2.79385, 1.27944]],
  "atomic_forces_ev_per_a": [[3.401, 1.862, -2.079], [-0.571, -0.037, -0.144], [0.735, -1.798, -0.209], [-1.486, -0.469, 0.361], [-2.078, -0.323, 2.591], [-1.254, 2.962, 2.002], [-0.029, 0.120, 0.656], [-1.516, -0.957, 0.137], [0.245, -0.716, -0.234], [-0.356, -3.396, -3.694], [-1.259, 2.521, 0.479], [-0.766, 0.339, -0.216], [-1.299, -3.315, -3.546], [0.409, 0.753, -0.530], [0.144, 0.412, -0.167], [1.078, -0.406, 0.062], [-0.084, 1.491, 0.196], [-0.632, -0.132, -0.187], [1.423, 0.283, 0.522], [0.195, -1.397, -0.212], [1.802, -0.153, 0.869], [1.899, 2.357, 3.343]],
  "energy_ev": -11221.0764,
  "smiles": "CCCC1=C(C)[C@]1(C)F",
  "relative_energy_kj_mol": 57.7,
  "homo_lumo_gap_ev": 10.402,
  "molar_mass_da": 128.19,
  "e_homo_ev": -9.490,
  "lumo_energy_ev": 0.9
}